DFT (the ωB97M-V functional and the def2-TZVPD basis) results for a cluster of 7 separate species, C48H95O14PS6Si2 in total at a distorted geometry.

Each line ends with the Mulliken charge.
Element x y z (Å)
C: 1.11899 -5.63443 5.50753  -1.111
Si: 0.63916 -4.29633 4.23635  0.628
C: -1.11465 -3.69430 4.75159  -0.699
C: 1.78648 -2.80186 4.45922  -0.519
O: 0.47706 -4.86003 2.63419  -0.484
C: 1.66612 -4.69993 1.83333  -0.442
C: 1.33610 -3.69094 0.66796  -0.793
P: 2.54450 -2.25680 0.49236  0.106
C: 1.54588 -0.69373 0.96624  -0.744
C: 2.37242 0.04219 2.09345  -0.250
C: 1.50345 0.74710 3.19909  -0.877
O: 0.18707 0.19283 3.38039  -0.420
C: 3.00067 -2.15826 -1.35569  -0.960
C: 4.56267 -2.22106 -1.60708  -0.688
C: 5.11941 -0.95466 -2.39476  -0.961
C: 6.70507 -0.86771 -2.35545  -1.069
C: 7.24724 0.61265 -2.31682  -0.499
C: 8.74645 0.73811 -1.85560  -0.408
C: 8.98814 0.55877 -0.30614  -0.446
C: 8.54416 1.80579 0.57662  -0.594
Si: 6.85502 1.63290 1.45223  -0.110
C: 5.93519 3.30860 1.19860  -1.102
C: 5.71815 0.28982 0.68921  0.116
C: 6.99664 1.19512 3.31133  0.291
C: 7.85351 0.11575 3.82602  -0.199
C: 7.83343 -0.13423 5.25893  -0.542
C: 6.98767 0.64632 6.15620  -0.359
C: 6.14595 1.73308 5.66200  -0.652
C: 6.15944 1.99124 4.22989  -0.195
H: 1.69889 -5.11813 6.32718  0.323
H: 1.74193 -6.45212 5.06445  0.312
H: 0.22802 -6.12413 5.99596  0.273
H: -1.26763 -3.70052 5.85836  0.333
H: -1.26049 -2.64820 4.35089  0.197
H: -1.87443 -4.32965 4.22910  -0.016
H: 1.74642 -2.52833 5.55372  0.452
H: 1.52460 -1.92198 3.82450  -0.233
H: 2.83712 -3.13189 4.23273  0.317
H: 2.59718 -4.46379 2.40706  0.331
H: 1.85016 -5.70173 1.34305  0.296
H: 0.29402 -3.27138 0.74105  0.436
H: 1.35599 -4.25862 -0.30605  0.313
H: 1.47391 -0.03859 0.05587  0.527
H: 0.54786 -1.07619 1.28950  0.375
H: 2.95689 0.85960 1.58171  0.154
H: 3.10582 -0.64789 2.57573  0.435
H: 2.05161 0.59084 4.17909  0.419
H: 1.45352 1.88542 3.08464  0.098
H: -0.06048 0.41319 4.29300  0.269
H: 2.52027 -3.03509 -1.87964  0.389
H: 2.60445 -1.22828 -1.83880  0.503
H: 4.74922 -3.11838 -2.26782  0.371
H: 5.14187 -2.40913 -0.66872  0.465
H: 4.60721 -0.01507 -2.07129  0.492
H: 4.81173 -1.13111 -3.46801  0.520
H: 7.06762 -1.38254 -3.28862  0.509
H: 7.03410 -1.48894 -1.47938  0.420
H: 7.22130 0.97375 -3.38811  0.405
H: 6.55448 1.31172 -1.76691  0.180
H: 9.15449 1.71666 -2.22015  -0.006
H: 9.31534 -0.09234 -2.36995  0.369
H: 10.10927 0.46989 -0.17832  0.406
H: 8.57777 -0.41125 0.09957  0.220
H: 8.55234 2.72546 -0.06809  0.366
H: 9.32496 1.96487 1.37764  0.389
H: 4.93004 3.29303 1.70230  0.244
H: 5.83851 3.42504 0.08194  0.303
H: 6.58838 4.12840 1.61385  0.323
H: 5.13105 0.75613 -0.14362  0.138
H: 6.37454 -0.54999 0.35150  -0.146
H: 5.02831 -0.15397 1.46016  -0.057
H: 8.46353 -0.45811 3.09122  0.297
H: 8.45763 -0.96655 5.65276  0.323
H: 6.98865 0.40616 7.24159  0.333
H: 5.49761 2.30593 6.35621  0.372
H: 5.51102 2.79197 3.80693  0.191
O: -0.16190 3.32234 3.65355  -0.631
S: -0.07294 4.16585 2.48483  1.231
O: 1.19330 4.62057 1.95994  -0.715
C: -1.00638 3.40774 1.16639  -0.621
C: -2.41836 3.94877 1.34428  0.068
C: -2.25551 5.44128 1.65208  -0.945
C: -1.15678 5.57479 2.71162  -0.783
H: -0.94685 2.32264 1.24771  0.251
H: -0.57594 3.73847 0.21988  0.419
H: -3.02348 3.78302 0.45610  0.293
H: -2.90763 3.44922 2.18513  -0.098
H: -1.95605 5.96923 0.74239  0.337
H: -3.18983 5.88672 1.99610  0.382
H: -0.58469 6.49313 2.58793  0.425
H: -1.56640 5.52551 3.72063  0.343
O: -5.66616 3.47954 0.94363  -0.669
S: -5.29944 2.14938 0.51360  1.343
O: -4.26482 1.91852 -0.47039  -0.729
C: -4.95128 1.16120 1.96169  -0.648
C: -6.30212 0.56974 2.34633  -0.782
C: -6.95273 0.12887 1.03163  -0.975
C: -6.78431 1.27414 0.02896  -0.262
H: -4.51694 1.78499 2.74123  0.394
H: -4.24786 0.37946 1.67013  0.394
H: -6.19082 -0.26243 3.04238  0.450
H: -6.92144 1.33256 2.82711  0.298
H: -6.44689 -0.76564 0.65786  0.351
H: -8.00515 -0.12302 1.16629  0.311
H: -6.66875 0.90435 -0.98833  0.205
H: -7.61744 1.97257 0.07666  0.322
O: -8.52247 0.27157 -3.39073  -0.684
S: -8.82915 1.65125 -3.10200  1.213
O: -9.10836 2.11208 -1.76110  -0.680
C: -7.54787 2.67554 -3.80774  -0.720
C: -8.02972 2.95775 -5.22462  -0.815
C: -9.52544 3.26112 -5.10319  -0.435
C: -10.14175 2.18800 -4.19760  -0.535
H: -6.59347 2.15186 -3.77325  0.497
H: -7.49453 3.59370 -3.22030  0.367
H: -7.48305 3.78744 -5.67461  0.382
H: -7.88285 2.07505 -5.85344  0.321
H: -9.66089 4.24834 -4.64949  0.347
H: -10.01129 3.27906 -6.07577  0.250
H: -10.96637 2.58509 -3.60644  0.326
H: -10.47553 1.32654 -4.76553  0.215
O: -5.91953 -5.70534 5.31276  -0.676
S: -5.32151 -5.93425 4.02047  1.183
O: -5.27674 -4.91116 3.00489  -0.664
C: -3.67526 -6.58415 4.26382  -0.467
C: -3.87320 -8.09317 4.34401  -0.755
C: -4.87462 -8.44113 3.23824  -0.655
C: -6.02222 -7.43033 3.32350  -0.643
H: -3.23854 -6.15939 5.16598  0.399
H: -3.07742 -6.31164 3.39235  0.258
H: -2.93058 -8.62746 4.21944  0.351
H: -4.28992 -8.36469 5.31815  0.339
H: -4.38393 -8.35976 2.26442  0.295
H: -5.24317 -9.46342 3.33423  0.344
H: -6.43875 -7.20884 2.34215  0.349
H: -6.81074 -7.77556 3.99216  0.352
O: 10.30597 2.20402 -4.08093  -0.638
S: 11.47740 2.66326 -3.37651  1.277
O: 11.41144 3.68872 -2.36478  -0.715
C: 12.33286 1.24451 -2.70901  -0.353
C: 13.27603 0.81353 -3.82637  -0.730
C: 13.87843 2.10687 -4.38512  -0.634
C: 12.72951 3.10078 -4.58233  -0.692
H: 11.61399 0.47528 -2.43164  0.126
H: 12.88877 1.57441 -1.82996  0.372
H: 14.04585 0.13341 -3.45996  0.377
H: 12.71527 0.29831 -4.61147  0.318
H: 14.59737 2.51262 -3.66799  0.298
H: 14.41236 1.93269 -5.32029  0.331
H: 13.05020 4.12724 -4.41166  0.346
H: 12.28744 3.00990 -5.57444  0.353
O: -12.28910 0.34392 -5.50174  -0.669
S: -12.19787 1.18546 -6.66894  1.207
O: -10.93271 1.63790 -7.19482  -0.681
C: -13.13262 0.42668 -7.98760  -0.800
C: -14.54534 0.97089 -7.80994  -0.555
C: -14.38154 2.46260 -7.50220  -0.726
C: -13.28324 2.59469 -6.44275  -0.579
H: -13.07533 -0.65737 -7.90549  0.413
H: -12.70009 0.75557 -8.93381  0.336
H: -15.15256 0.80551 -8.70042  0.361
H: -15.03533 0.47220 -6.96899  0.284
H: -14.08152 2.99087 -8.41139  0.304
H: -15.31532 2.90884 -7.15799  0.341
H: -12.71132 3.51334 -6.56698  0.354
H: -13.69250 2.54559 -5.43356  0.408

Results
Maximum force   2.9 eV/A
SMILES   C[Si](C)(C)OCCP(CCCO)CCCCCCCC[Si](C)(C)c1ccccc1.O=S1(=O)CCCC1.O=S1(=O)CCCC1.O=S1(=O)CCCC1.O=S1(=O)CCCC1.O=S1(=O)CCCC1.O=S1(=O)CCCC1
LUMO energy   0.389 eV
Frontier orbital gap   8.00 eV
HOMO energy   -7.61 eV